Entry from the OMol25 dataset: a structure of composition C30H45F4FeO30 in a non-equilibrium geometry (ωB97M-V with the def2-TZVPD basis set).

Last column: Mulliken spin population.
Positions of all 110 atoms, in Å:
Fe -1.945 0.084 2.619  4.31
C -0.468 0.950 -1.019  0.01
C -0.976 0.630 0.326  0.01
O -2.213 0.320 0.513  0.06
O -0.273 0.697 1.400  0.09
H 0.165 0.110 -1.353  0.00
H 0.254 1.762 -0.999  0.00
H -1.225 1.032 -1.786  0.00
C 0.493 -1.282 5.478  0.00
C -0.493 -0.913 4.448  -0.01
O -0.487 -1.480 3.307  0.10
O -1.328 0.066 4.564  0.12
H 1.452 -0.848 5.157  0.00
H 0.701 -2.338 5.575  0.00
H 0.284 -0.753 6.408  0.00
C -5.591 -1.466 3.039  0.00
C -4.277 -0.825 2.973  -0.02
O -4.049 0.429 2.910  0.11
O -3.218 -1.541 2.789  0.14
H -5.775 -1.799 4.066  0.00
H -5.624 -2.352 2.414  0.00
H -6.424 -0.816 2.784  0.00
C 2.394 -1.194 1.559  0.01
C 3.325 -0.276 0.742  0.00
O 3.424 0.876 1.543  0.00
C 3.005 0.582 2.822  0.00
O 3.180 1.304 3.740  0.00
O 2.450 -0.643 2.897  0.00
F 2.738 0.025 -0.459  0.00
H 2.783 -2.211 1.523  0.00
H 1.371 -1.139 1.196  -0.01
H 4.308 -0.678 0.512  0.00
C -4.902 0.178 -1.139  0.00
C -4.874 -0.682 -2.398  0.00
O -6.129 -0.297 -3.010  0.00
C -6.572 0.873 -2.501  0.00
O -7.526 1.428 -2.825  0.00
O -5.759 1.285 -1.502  0.00
F -4.975 -2.078 -2.078  0.00
H -3.890 0.482 -0.852  0.00
H -5.330 -0.361 -0.283  0.00
H -4.041 -0.542 -3.085  0.00
C -3.325 -4.502 -0.970  0.00
C -2.133 -5.374 -0.475  0.00
O -1.198 -4.422 -0.095  0.00
C -1.478 -3.233 -0.763  0.00
O -0.740 -2.308 -0.810  0.00
O -2.645 -3.324 -1.425  0.00
F -1.586 -6.156 -1.512  0.00
H -3.906 -4.241 -0.076  0.00
H -3.939 -4.966 -1.725  0.00
H -2.466 -6.020 0.333  0.00
C 3.606 3.890 2.339  0.00
C 3.998 5.098 1.467  0.00
O 2.841 5.370 0.746  0.00
C 2.005 4.287 0.775  0.00
O 1.094 4.119 0.094  0.00
O 2.413 3.428 1.719  0.00
F 5.096 4.804 0.597  0.00
H 3.524 4.175 3.385  0.00
H 4.380 3.137 2.191  0.00
H 4.324 5.988 2.012  0.00
C -0.967 2.264 -5.091  0.00
O -0.896 0.940 -4.499  0.00
C -2.005 0.374 -4.250  0.00
O -3.055 0.853 -4.351  0.00
O -1.839 -0.851 -3.796  0.00
C -0.600 -1.498 -3.920  0.00
H 0.009 2.719 -4.990  0.00
H -1.696 2.859 -4.535  0.00
H -1.258 2.183 -6.137  0.00
H -0.198 -1.409 -4.944  0.00
H -0.640 -2.546 -3.677  0.00
H 0.214 -1.001 -3.379  0.00
C 3.660 0.115 -5.391  0.00
O 4.062 1.308 -4.815  0.00
C 3.747 1.532 -3.527  0.00
O 3.007 0.845 -2.846  0.00
O 4.425 2.615 -3.137  0.00
C 4.113 3.201 -1.906  0.00
H 2.934 0.242 -6.198  0.00
H 3.184 -0.529 -4.653  0.00
H 4.530 -0.382 -5.815  0.00
H 3.049 3.408 -1.751  0.00
H 4.676 4.105 -1.748  0.00
H 4.351 2.467 -1.127  0.00
C 6.041 -4.880 0.938  0.00
O 5.295 -3.825 0.334  0.00
C 4.083 -4.164 -0.133  0.00
O 3.565 -5.205 0.046  0.00
O 3.560 -3.117 -0.780  0.00
C 2.234 -3.230 -1.346  0.00
H 5.893 -5.824 0.439  0.00
H 5.795 -4.909 1.999  0.00
H 7.067 -4.521 0.880  0.00
H 2.299 -3.744 -2.302  0.00
H 1.754 -2.263 -1.391  0.00
H 1.636 -3.815 -0.637  0.00
C 0.062 3.347 4.008  0.00
O -1.243 3.937 3.826  0.00
C -2.123 3.285 3.141  0.01
O -1.991 2.166 2.844  0.05
O -3.166 4.019 2.862  0.00
C -4.384 3.370 2.454  0.00
H 0.817 4.110 3.878  0.00
H 0.259 2.488 3.370  0.00
H 0.090 2.962 5.031  0.00
H -5.157 4.133 2.503  0.00
H -4.695 2.638 3.208  0.00
H -4.325 2.882 1.491  0.00

Cartesian forces, eV/Å:
Fe 0.12 -0.43 -0.11
C 1.39 -0.79 -0.54
C -1.25 0.14 2.06
O 0.78 -0.13 -0.09
O -0.10 -0.36 -1.09
H -0.22 0.01 0.29
H -0.32 0.37 0.09
H -0.35 0.36 0.23
C 0.85 1.11 0.58
C -0.90 0.02 -2.54
O 0.02 0.40 0.71
O 0.56 -0.16 0.60
H -0.25 -0.06 -0.19
H -0.43 -0.25 0.07
H -0.22 -0.48 0.15
C -1.16 -0.33 0.77
C 2.88 0.85 -1.73
O -0.89 -0.71 0.60
O -0.86 -0.08 0.37
H 0.10 -0.02 -0.06
H 0.19 -0.04 -0.09
H 0.21 0.25 -0.09
C 0.55 0.02 -0.16
C -1.05 -0.32 -0.07
O 0.07 -0.37 0.48
C 0.06 -0.73 -0.96
O -0.10 0.62 0.68
O 0.38 0.28 -0.85
F 0.14 0.11 0.65
H -0.23 0.04 0.45
H -0.03 0.02 -0.01
H 0.11 -0.01 0.08
C 0.68 -0.03 0.02
C -1.76 -1.03 0.49
O 1.13 -0.77 -0.31
C 2.55 -1.58 1.44
O -2.92 1.72 -1.34
O 0.80 -0.57 0.47
F 0.00 1.99 -0.41
H -0.42 0.37 -0.09
H -0.09 -0.01 -0.31
H -0.35 -0.23 0.16
C 1.18 -0.28 0.94
C -1.02 0.16 -1.20
O -0.19 0.46 -0.15
C 0.04 -0.65 -0.48
O 0.11 0.08 0.29
O 0.05 -0.23 0.34
F -0.54 0.64 0.94
H -0.11 -0.03 -0.33
H 0.04 0.13 -0.36
H 0.63 -0.16 0.10
C 1.27 0.32 -1.28
C 0.64 0.14 0.18
O 0.57 0.28 -0.42
C 2.51 -0.04 2.00
O -2.86 -0.13 -2.20
O 0.08 0.05 0.75
F -1.48 0.05 0.78
H -0.47 -0.24 0.00
H -0.16 -0.08 0.38
H -0.16 -0.17 -0.18
C -0.42 -0.06 0.49
O 3.40 2.06 -1.20
C 1.44 -2.00 0.71
O -4.43 1.87 -0.41
O -0.58 -1.63 0.65
C 2.16 0.64 -1.10
H 0.23 -0.20 -0.01
H 0.07 -0.12 -0.22
H -0.02 -0.01 0.06
H -0.58 -0.21 -0.01
H -0.57 -0.12 0.35
H -0.45 -0.13 0.58
C -0.67 -1.65 -0.43
O 0.39 1.40 0.68
C -0.46 -0.67 0.57
O 0.74 1.08 -0.93
O -0.14 0.00 -1.49
C -0.70 -0.92 1.82
H 0.07 0.47 0.07
H 0.13 -0.08 0.07
H 0.09 0.00 0.07
H -0.02 0.04 -0.55
H 0.32 0.08 -0.36
H 0.16 0.28 0.14
C 0.41 0.88 0.56
O -0.36 0.46 -0.67
C 0.49 1.64 -0.09
O -1.07 -2.05 0.14
O 0.38 0.84 -0.17
C -0.03 -1.15 1.16
H -0.06 -0.22 -0.04
H -0.21 -0.41 -0.03
H 0.09 -0.32 -0.17
H -0.11 0.13 -0.06
H 0.49 0.36 -0.24
H 0.01 -0.11 -0.39
C -0.20 -0.79 0.80
O 1.21 1.51 0.33
C -0.81 2.70 0.82
O 0.23 -4.80 -1.56
O -0.48 0.92 0.01
C -0.62 -0.24 1.01
H -0.11 0.25 -0.10
H -0.23 0.26 -0.36
H 0.09 0.19 -0.04
H 0.27 0.24 -0.46
H 0.43 -0.05 -0.25
H 0.23 0.09 -0.21

Values from the calculation:
total charge = 0
multiplicity = 6
expectation value of S² = 8.76
DFT total energy = -138524.961 eV
E_HOMO (alpha / beta) = -10.02 / -10.13 eV
maximum force = 5.05 eV/A
energy above the lowest of the compared OMol25 structures with the same formula, charge and spin = 0.000 eV